ORCA calculation (the ωB97M-V functional and the def2-TZVPD basis) on a structure of composition C5H10KO3 at a distorted geometry.

Values from the calculation:
⟨S²⟩: 0.765
electronic energy: -27810.475 eV
multiplicity: 2
ΔE to the lowest compared entry with this formula, charge and spin: 3.515 eV
charge: 0

Each line ends with the Löwdin spin population.
CARTESIAN COORDINATES (ANGSTROEM)
H (-1.5927, -0.0851, -0.5673)  0.005
O (0.9929, 0.2857, -0.8706)  0.064
O (-0.6019, 1.6299, -1.5840)  0.168
C (-0.3025, 0.7150, -0.7585)  0.258
O (-0.6006, 0.9923, 0.5671)  0.047
C (-1.9638, 0.6556, 0.7192)  0.336
C (1.3081, -1.0474, -0.4599)  0.007
C (2.7949, -1.2619, -0.6165)  0.002
H (0.9962, -1.1705, 0.5869)  0.001
H (0.7408, -1.7567, -1.0814)  0.003
H (3.3610, -0.6192, 0.0710)  0.001
H (3.0328, -2.3113, -0.3986)  0.000
H (3.1132, -1.0435, -1.6447)  0.000
C (-2.3260, 0.4672, 2.1543)  0.057
H (-2.5610, 1.3520, 0.1185)  0.013
H (-1.8700, -0.4447, 2.5682)  0.006
H (-3.4162, 0.3890, 2.2518)  -0.001
H (-1.9884, 1.3208, 2.7666)  0.019
K (0.8830, 1.9331, -3.8220)  0.013


ORCA calculation (the ωB97M-V functional and the def2-TZVPD basis) on a structure of composition C23H49N3P4STl at a distorted geometry.

Values from the calculation:
electronic energy: -81770.364 eV
multiplicity: 1
ΔE to the lowest compared entry with this formula, charge and spin: 0.000 eV
charge: +3

Each line ends with the Löwdin charge.
CARTESIAN COORDINATES (ANGSTROEM)
Tl (-0.8180, -0.7480, -1.4006)  0.631
P (1.7998, 1.2839, 0.7561)  0.823
P (-2.3316, 2.2100, 0.0461)  0.723
P (0.6919, 1.7144, -2.4754)  0.673
H (-0.4110, -5.3705, -1.8905)  0.057
C (0.5428, -5.4513, -2.4226)  -0.097
C (1.6867, -5.0543, -1.8595)  -0.053
H (1.7309, -4.7471, -0.8092)  0.054
C (2.1930, 0.7961, 2.4898)  -0.295
C (2.1067, 3.0919, 0.9623)  -0.251
C (3.4338, 0.8430, 0.0309)  -0.266
C (-4.0132, 1.8277, -0.5943)  -0.303
C (-2.8330, 2.5630, 1.7853)  -0.293
C (-2.2385, 3.9474, -0.5489)  -0.283
C (1.7809, 0.4594, -3.2929)  -0.313
C (1.6361, 3.2220, -2.9578)  -0.254
C (-0.6316, 1.8095, -3.7520)  -0.301
H (0.5013, -5.8863, -3.4273)  0.052
H (2.6348, -5.0237, -2.4158)  0.068
H (2.0276, -0.2839, 2.6089)  0.019
H (1.5339, 1.3373, 3.1812)  0.044
H (3.2416, 1.0331, 2.7188)  0.067
H (1.4038, 3.4753, 1.7126)  0.050
H (1.9299, 3.6092, 0.0116)  0.027
H (3.1385, 3.2657, 1.2993)  0.071
H (3.5366, -0.2489, 0.0606)  0.054
H (4.2297, 1.3049, 0.6301)  0.066
H (3.5027, 1.1790, -1.0101)  0.019
H (-4.6863, 2.6764, -0.4246)  0.058
H (-4.4130, 0.9420, -0.0866)  0.037
H (-3.9596, 1.6215, -1.6693)  0.034
H (-3.6098, 3.3398, 1.8035)  0.063
H (-1.9607, 2.9100, 2.3545)  0.038
H (-3.2210, 1.6516, 2.2618)  0.018
H (-3.1836, 4.4618, -0.3362)  0.059
H (-2.0492, 3.9626, -1.6288)  0.027
H (-1.4192, 4.4724, -0.0438)  0.045
H (1.6431, 0.5188, -4.3803)  0.054
H (1.5314, -0.5613, -2.9676)  -0.027
H (2.8338, 0.6524, -3.0499)  0.046
H (1.7954, 3.2355, -4.0456)  0.068
H (2.6115, 3.2409, -2.4518)  0.046
H (1.0702, 4.1189, -2.6709)  0.055
H (-0.1764, 1.8166, -4.7511)  0.060
H (-1.1955, 2.7406, -3.6099)  0.048
H (-1.3337, 0.9671, -3.6880)  -0.012
C (-0.7910, -2.9784, -5.4268)  -0.490
C (-1.8103, -2.7461, -6.3730)  -0.037
C (-1.8845, -3.5064, -7.5362)  0.016
C (-0.9526, -4.5242, -7.7788)  0.062
C (0.0755, -4.7435, -6.8528)  0.017
C (0.1612, -3.9734, -5.6940)  -0.045
S (-0.7218, -1.9823, -3.9746)  0.773
H (-0.3580, -2.8419, -2.9419)  -0.113
H (-2.5512, -1.9731, -6.1612)  0.130
H (-2.6778, -3.3098, -8.2627)  0.145
H (-1.0339, -5.1411, -8.6758)  0.152
H (0.8169, -5.5255, -7.0370)  0.144
H (0.9497, -4.1567, -4.9620)  0.112
C (-1.0106, -2.3984, 5.2087)  -0.135
N (-1.6738, -1.1176, 4.8713)  -0.134
C (-3.0638, -1.3761, 4.4413)  -0.139
N (-3.1292, -2.3177, 3.3003)  -0.127
C (-2.4473, -3.5803, 3.6682)  -0.137
N (-1.0440, -3.3519, 4.0784)  -0.121
C (-0.2168, -2.8975, 2.9564)  -0.317
P (-0.7746, -1.2557, 2.2243)  1.024
C (-0.9234, -0.3537, 3.8808)  -0.310
C (-2.5866, -1.7388, 2.0721)  -0.341
H (-1.5537, -2.8507, 6.0560)  0.147
H (0.0395, -2.1999, 5.4689)  0.139
H (-3.5310, -0.4243, 4.1479)  0.133
H (-3.6012, -1.8330, 5.2892)  0.147
H (-2.4542, -4.2527, 2.7978)  0.134
H (-2.9878, -4.0241, 4.5218)  0.148
H (0.8241, -2.7952, 3.2938)  0.097
H (-0.2444, -3.6502, 2.1560)  0.091
H (-1.4156, 0.6137, 3.7002)  0.082
H (0.0889, -0.1539, 4.2618)  0.082
H (-2.6680, -2.4699, 1.2528)  0.085
H (-3.1592, -0.8413, 1.7885)  0.077


ORCA calculation (the ωB97M-V functional and the def2-TZVPD basis) on a structure of composition H18O9Sr.

Values from the calculation:
electronic energy: -19546.328 eV
multiplicity: 1
ΔE to the lowest compared entry with this formula, charge and spin: 0.209 eV
charge: +2

Each line ends with the Löwdin charge.
CARTESIAN COORDINATES (ANGSTROEM)
Sr (-0.0803, 0.0308, 0.0115)  1.631
O (0.1338, -1.9047, 1.7029)  -0.101
H (0.4753, -2.7750, 1.4974)  0.070
H (0.3318, -1.7822, 2.6313)  0.070
O (2.5243, -0.1940, -0.1713)  -0.096
H (3.0699, 0.3486, -0.7407)  0.074
H (3.1162, -0.8732, 0.1520)  0.076
O (0.7423, 2.4274, 0.0240)  -0.119
H (1.3534, 2.7463, 0.6882)  0.064
H (0.4094, 3.2203, -0.3964)  0.074
O (0.4679, 0.1713, -2.5618)  -0.097
H (0.3278, 0.8852, -3.1839)  0.074
H (1.0065, -0.4602, -3.0385)  0.059
O (-2.1712, -1.2410, -0.5369)  -0.121
H (-2.7857, -1.3409, 0.1902)  0.064
H (-2.6941, -1.4171, -1.3190)  0.082
O (-1.8128, 0.5271, 1.8017)  -0.100
H (-1.7831, -0.1628, 2.4646)  0.062
H (-2.5787, 1.0516, 2.0354)  0.091
O (0.5008, -2.4510, -1.3738)  -0.057
H (0.8438, -3.1547, -0.8230)  0.059
H (1.1615, -2.3371, -2.0569)  0.051
O (1.0242, 0.7934, 2.2294)  -0.111
H (0.5191, 1.1556, 2.9574)  0.074
H (1.9002, 1.1637, 2.3373)  0.074
O (-1.8171, 1.7200, -1.1909)  -0.083
H (-1.5841, 2.4845, -1.7177)  0.065
H (-2.6013, 1.3681, -1.6123)  0.068


ORCA calculation (the ωB97M-V functional and the def2-TZVPD basis) on an isolated molecule of C3H7N at a distorted geometry.

Values from the calculation:
electronic energy: -4713.276 eV
multiplicity: 1
ΔE to the lowest compared entry with this formula, charge and spin: 0.881 eV
SMILES: C=CCN
charge: 0

Each line ends with the Löwdin charge.
CARTESIAN COORDINATES (ANGSTROEM)
C (-1.3200, 1.2613, -0.7278)  -0.009
C (-0.3816, 0.7253, 0.0604)  -0.194
C (0.6506, -0.3710, -0.2759)  -0.289
N (0.8791, -1.2852, 0.9509)  -0.045
H (-1.5336, 0.9027, -1.6879)  0.030
H (-1.9629, 2.0427, -0.3078)  0.055
H (-0.1743, 0.9743, 1.1118)  0.094
H (1.6264, 0.0875, -0.5015)  0.093
H (0.4206, -0.8870, -1.3139)  0.126
H (0.0548, -1.9603, 0.9661)  0.081
H (1.7215, -1.8571, 0.7370)  0.058


ORCA calculation (the ωB97M-V functional and the def2-TZVPD basis) on a cluster of 2 separate species, C29H50BN6O6Si in total at a distorted geometry.

Values from the calculation:
electronic energy: -60654.662 eV
multiplicity: 1
charge: +1

Each line ends with the Löwdin charge.
CARTESIAN COORDINATES (ANGSTROEM)
C (-4.7655, 1.5323, 3.3916)  -0.064
N (-3.3192, 1.4154, 3.0625)  -0.250
C (-2.6675, 0.5978, 4.1220)  -0.044
C (-3.1890, 0.8405, 1.8000)  -0.458
O (-4.0940, 0.9862, 0.9882)  0.065
C (-1.9405, 0.0067, 1.3910)  -0.048
N (-1.6721, 0.2441, -0.0679)  -0.017
C (-0.7307, 1.4056, -0.1067)  -0.127
C (-0.4780, 2.0024, -1.5319)  -0.129
C (1.0105, 2.3386, -1.8551)  -0.187
C (1.8484, 2.8088, -0.6426)  -0.197
C (3.3359, 3.0433, -1.1123)  -0.183
C (4.0716, 1.7088, -1.4418)  -0.211
C (4.7777, 1.0569, -0.2094)  -0.231
C (3.7450, 0.4468, 0.7963)  -0.260
Si (4.3025, -1.0768, 1.7787)  0.597
C (5.6370, -2.1166, 0.9532)  -0.183
C (4.8346, -0.4452, 3.5072)  -0.177
C (2.7003, -2.0926, 2.0872)  -0.242
C (1.9050, -1.8480, 3.2549)  -0.090
C (0.7027, -2.5860, 3.4404)  -0.094
C (0.2427, -3.5647, 2.5073)  -0.093
C (1.0543, -3.8070, 1.3620)  -0.105
C (2.2594, -3.0819, 1.1502)  -0.115
C (-1.1148, -0.9139, -0.6488)  -0.207
N (0.2672, -1.2140, -0.5772)  0.121
O (0.9750, -0.7672, -1.7034)  0.000
C (2.0676, -1.4941, -1.9132)  -0.301
N (3.0197, -2.0763, -2.1901)  0.230
N (-1.9242, -1.7348, -1.2360)  0.179
C (-1.5153, -3.0094, -1.8582)  -0.094
C (-1.8309, -3.1131, -3.3806)  -0.143
C (-1.1257, -2.0266, -4.2616)  -0.118
C (-2.1093, -0.9633, -4.8750)  -0.176
O (-1.8328, 0.2788, -4.2181)  -0.079
C (-2.8214, 1.2206, -4.4163)  -0.325
O (-2.5330, 2.3226, -4.7781)  0.112
B (-3.4188, -1.3985, -1.3025)  -0.645
O (-4.1682, -1.7700, -0.1991)  0.203
O (-4.0114, -0.8196, -2.3839)  0.213
H (-4.9191, 1.6904, 4.4760)  0.095
H (-5.3403, 0.6224, 3.1196)  0.106
H (-5.2270, 2.3972, 2.8869)  0.086
H (-2.9751, 0.9386, 5.1272)  0.097
H (-2.8824, -0.4808, 3.9763)  0.095
H (-1.5657, 0.7131, 4.0485)  0.085
H (-1.0536, 0.1921, 2.0273)  0.121
H (-2.2562, -1.0572, 1.4704)  0.136
H (0.1819, 1.1229, 0.4545)  0.105
H (-1.2194, 2.2027, 0.4948)  0.133
H (-0.9480, 1.3547, -2.3044)  0.093
H (-1.0423, 2.9584, -1.5945)  0.116
H (1.5189, 1.5237, -2.4093)  0.092
H (0.9964, 3.1891, -2.5738)  0.125
H (1.5038, 3.7817, -0.2398)  0.121
H (1.9251, 2.0736, 0.1757)  0.064
H (3.9078, 3.5440, -0.2992)  0.115
H (3.3742, 3.6995, -2.0051)  0.111
H (4.8877, 1.9522, -2.1613)  0.115
H (3.4498, 0.9416, -1.9412)  0.082
H (5.4179, 1.8084, 0.2921)  0.113
H (5.4463, 0.2583, -0.6018)  0.097
H (3.3396, 1.1907, 1.5107)  0.080
H (2.8755, 0.1092, 0.1748)  0.045
H (5.7828, -3.0618, 1.5230)  0.045
H (6.6287, -1.6144, 0.9631)  0.045
H (5.3739, -2.4201, -0.0814)  0.030
H (5.9392, -0.3620, 3.5934)  0.038
H (4.4312, -1.0723, 4.3248)  0.026
H (4.4368, 0.5806, 3.6568)  0.032
H (2.1676, -1.0999, 4.0133)  0.096
H (0.0674, -2.3873, 4.3209)  0.101
H (-0.7021, -4.1044, 2.6542)  0.098
H (0.6872, -4.5552, 0.6370)  0.100
H (2.8420, -3.2856, 0.2403)  0.085
H (0.6991, -0.9279, 0.3032)  0.136
H (-0.4577, -3.2792, -1.7056)  0.130
H (-2.1082, -3.8069, -1.3501)  0.144
H (-1.4273, -4.0960, -3.7090)  0.127
H (-2.9256, -3.1909, -3.5576)  0.118
H (-0.7058, -2.5597, -5.1415)  0.120
H (-0.2800, -1.5417, -3.7370)  0.106
H (-1.9508, -0.9246, -5.9730)  0.136
H (-3.1542, -1.3158, -4.7350)  0.116
H (-3.8928, 1.0114, -4.1943)  0.153
H (-3.8216, -2.5918, 0.1826)  0.123
H (-4.8891, -1.2355, -2.4442)  0.150
C (-3.2998, 5.1448, 0.8822)  -0.042
C (-3.2108, 4.1253, 1.9430)  -0.154
N (-3.1498, 3.3019, 2.7542)  0.138
H (-2.8701, 4.7641, -0.0448)  0.072
H (-4.3433, 5.4032, 0.7084)  0.088
H (-2.7573, 6.0388, 1.1855)  0.084


ORCA calculation (the ωB97M-V functional and the def2-TZVPD basis) on a structure of composition C34H51BCl3N2O8SV at a distorted geometry.

Values from the calculation:
⟨S²⟩: 0.794
electronic energy: -130207.521 eV
multiplicity: 2
ΔE to the lowest compared entry with this formula, charge and spin: 3.426 eV
charge: +1

Each line ends with the Löwdin spin population.
CARTESIAN COORDINATES (ANGSTROEM)
V (-0.0942, -1.5670, -0.9116)  0.013
C (-3.0663, -4.3710, 1.4267)  0.000
N (-2.2645, -3.5048, 2.2744)  0.000
C (-2.7610, -3.3121, 3.6159)  0.000
C (-1.2999, -2.7888, 1.6779)  0.000
O (-1.0696, -2.9321, 0.4863)  0.000
C (-0.4288, -1.8761, 2.5447)  0.000
O (0.3699, -1.0095, 1.7564)  -0.001
C (1.7634, -1.1611, 1.9235)  0.000
C (2.2547, -2.2477, 0.9672)  0.000
O (1.4829, -2.6111, 0.0838)  0.000
N (3.4723, -2.7745, 1.1137)  0.000
C (4.4964, -2.2676, 1.9947)  0.000
C (3.9387, -3.7290, 0.1268)  0.000
H (-3.4508, -5.2003, 2.0163)  0.000
H (-2.4415, -4.7555, 0.6227)  0.000
H (-3.8989, -3.8231, 0.9817)  0.000
H (-3.0824, -4.2753, 4.0092)  0.000
H (-3.6257, -2.6415, 3.6145)  0.000
H (-1.9990, -2.9145, 4.2783)  0.000
H (0.1900, -2.5173, 3.1874)  0.000
H (-1.0631, -1.2381, 3.1657)  0.000
H (2.0122, -1.3528, 2.9775)  0.000
H (2.2102, -0.2184, 1.5915)  0.000
H (4.0818, -1.7041, 2.8248)  0.000
H (5.1754, -1.6163, 1.4377)  0.000
H (5.0693, -3.1073, 2.3897)  0.000
H (3.1239, -3.9480, -0.5588)  0.000
H (4.2631, -4.6433, 0.6214)  0.000
H (4.7718, -3.3068, -0.4333)  0.000
Cl (-4.2603, -2.5169, -6.4669)  0.000
C (-3.2929, -1.9717, -5.1590)  0.000
C (-3.5467, -0.7172, -4.6025)  -0.001
C (-2.7936, -0.2954, -3.5254)  0.000
Cl (-3.0804, 1.2471, -2.8445)  0.001
C (-1.7940, -1.1022, -2.9479)  -0.001
O (-1.1624, -0.8104, -1.8506)  -0.002
C (-1.5066, -2.3514, -3.5894)  0.000
C (-0.4465, -3.1490, -3.0710)  -0.005
O (0.2081, -2.7957, -2.0612)  0.001
C (-2.2765, -2.7697, -4.6836)  -0.001
H (-4.3186, -0.0829, -5.0077)  0.000
H (-0.2109, -4.1030, -3.5509)  0.000
H (-2.0780, -3.7323, -5.1292)  0.000
C (3.3589, 0.4735, -4.3518)  0.000
C (2.8037, 0.8237, -2.9724)  0.000
C (2.5749, 2.3367, -2.9153)  0.001
O (1.5303, 0.1663, -2.7957)  0.003
B (1.4762, -0.4411, -1.5863)  0.004
O (2.6652, -0.3293, -0.9102)  0.007
C (3.6533, 0.2790, -1.7661)  0.000
C (4.3922, 1.3452, -0.9600)  0.000
C (4.6396, -0.8246, -2.1655)  0.000
H (2.7595, 0.9741, -5.1073)  0.000
H (3.3205, -0.5955, -4.5388)  0.000
H (4.3845, 0.8205, -4.4414)  0.000
H (1.9227, 2.6167, -3.7382)  0.000
H (3.5156, 2.8702, -3.0194)  0.000
H (2.0928, 2.6249, -1.9867)  0.002
H (3.7011, 2.0784, -0.5565)  0.000
H (5.1288, 1.8457, -1.5812)  0.000
H (4.9060, 0.8616, -0.1322)  0.000
H (4.1149, -1.6443, -2.6493)  0.000
H (5.1227, -1.2001, -1.2660)  0.000
H (5.4092, -0.4444, -2.8293)  0.000
Cl (-0.7468, 3.2353, -2.3113)  0.027
C (-0.0125, 4.0008, -0.9527)  0.126
C (0.1300, 5.3714, -0.9524)  -0.015
C (0.7231, 6.0130, 0.1266)  0.154
C (1.1985, 5.2664, 1.2073)  -0.011
C (1.0623, 3.9043, 1.2167)  0.117
C (0.4451, 3.1992, 0.1400)  0.042
C (0.3046, 1.8270, 0.1787)  0.442
H (-0.2186, 5.9335, -1.8054)  -0.004
H (0.8123, 7.0866, 0.1254)  0.009
H (1.6793, 5.7655, 2.0357)  -0.004
H (1.4128, 3.3202, 2.0552)  0.005
H (-0.1763, 1.2763, -0.6124)  0.022
H (0.7290, 1.2647, 0.9886)  0.018
C (-1.3516, 2.3554, 4.5580)  0.001
C (-2.1483, 1.0584, 4.6579)  0.000
C (-2.9606, 0.7945, 3.3949)  0.011
S (-1.9150, 1.0864, 1.8502)  0.027
O (-2.1373, -0.0882, 0.9809)  0.004
C (-2.9550, 2.4715, 1.1557)  0.001
C (-4.0513, 1.9623, 0.2350)  0.000
C (-5.3679, 1.6341, 0.9288)  0.000
H (-0.8446, 2.5651, 5.4961)  0.000
H (-2.0124, 3.1869, 4.3319)  0.000
H (-0.6054, 2.2880, 3.7692)  0.001
H (-2.8368, 1.1137, 5.5048)  0.000
H (-1.4608, 0.2350, 4.8662)  0.000
H (-3.8155, 1.4639, 3.3572)  0.001
H (-3.3124, -0.2337, 3.3461)  0.001
H (-2.2433, 3.0834, 0.6034)  0.001
H (-3.3232, 3.0514, 2.0005)  0.000
H (-3.6708, 1.0641, -0.2626)  0.000
H (-4.2438, 2.7176, -0.5305)  0.000
H (-5.2730, 0.7958, 1.6143)  0.000
H (-6.1092, 1.3582, 0.1836)  0.000
H (-5.7436, 2.4985, 1.4725)  0.000